Record 1
The following is a DFT calculation (ωB97M-V with the def2-TZVPD basis set) of a 11-piece molecular cluster, C6H30O10 overall in a non-equilibrium geometry.

As for the total energy: -27180.57323 eV. Its lowest unoccupied orbital energy (spin up / spin down) is 2.50 / 2.45 eV. As for the charge: -1. Its spin multiplicity is 2. The relative energy (zero: lowest compared OMol25 entry of this formula, charge and spin) is 2.133 eV.

Last column: Löwdin charge in e.
Cartesian coordinates (Å):
1 C 0.639 -3.489 0.383  -0.13
2 C -0.472 -2.631 0.901  -0.38
3 C -0.556 -2.510 2.234  -0.02
4 C -0.989 -1.063 -0.898  -0.03
5 C -1.281 -2.162 -0.223  -0.40
6 C -2.511 -3.007 -0.551  -0.08
7 H 0.436 -4.567 0.434  0.06
8 H 1.702 -3.556 0.713  0.07
9 H 0.816 -3.328 -0.673  0.05
10 H -1.367 -2.182 2.839  0.00
11 H 0.174 -3.030 2.876  0.04
12 H -1.352 -0.794 -1.912  0.01
13 H -0.171 -0.437 -0.699  0.00
14 H -3.387 -2.383 -0.804  0.07
15 H -3.015 -3.588 0.207  0.06
16 H -2.178 -3.625 -1.354  0.04
17 H -1.967 -1.097 -3.499  0.03
18 H -1.532 -2.493 -3.279  -0.01
19 O -1.922 -1.976 -3.990  -0.13
20 H 0.908 1.073 1.709  0.00
21 H 1.890 0.012 1.948  0.04
22 O 1.235 0.522 2.431  -0.05
23 H 1.440 1.040 -0.595  0.00
24 H 2.468 1.118 -1.707  0.10
25 O 1.548 0.748 -1.489  -0.10
26 H -1.748 2.791 0.901  0.01
27 H -1.210 2.545 2.404  0.02
28 O -1.050 2.928 1.547  -0.05
29 H -0.776 0.394 3.463  0.00
30 H -1.842 -0.442 3.999  0.03
31 O -1.739 0.352 3.450  -0.08
32 H 1.038 3.362 1.151  0.05
33 H 0.550 3.183 -0.292  0.09
34 O 1.395 3.357 0.238  -0.08
35 H -2.487 1.155 -0.401  0.03
36 H -2.005 1.852 -1.745  -0.03
37 O -2.278 1.976 -0.854  -0.08
38 H 2.550 2.317 0.667  -0.03
39 H 4.001 2.327 1.098  0.06
40 O 3.313 1.730 0.819  -0.08
41 H 4.194 0.570 -0.305  0.00
42 H 3.078 -0.527 -0.989  0.01
43 O 3.960 -0.194 -0.839  -0.09
44 H 0.279 1.797 -2.556  0.01
45 H -0.732 2.190 -3.684  0.05
46 O -0.554 2.234 -2.741  -0.08

=====

Record 2
The following is a DFT calculation (ωB97M-V with the def2-TZVPD basis set) of C14H34AsN4OSi2Tl as an isolated structure.

As for the total energy: -104367.22546 eV. Its lowest unoccupied orbital energy is 0.43 eV. Its spin multiplicity is 1.

Last column: Löwdin charge in e.
Cartesian coordinates (Å):
1 Tl 0.337 0.833 0.653  0.49
2 N -2.230 -1.356 -0.141  -0.02
3 C -3.336 -2.078 0.105  -0.10
4 C -3.889 -1.573 1.260  -0.07
5 C -3.028 -0.524 1.633  -0.16
6 N -2.033 -0.399 0.768  -0.08
7 H -1.603 -1.399 -0.932  0.11
8 H -3.644 -2.876 -0.549  0.12
9 H -4.783 -1.907 1.756  0.09
10 H -3.088 0.136 2.482  0.11
11 C -2.709 3.680 -1.698  -0.23
12 Si -2.295 2.100 -2.619  0.13
13 C -3.658 0.872 -2.229  -0.25
14 C -2.401 2.468 -4.453  -0.24
15 As -0.231 1.131 -2.152  0.58
16 Si 1.078 3.048 -2.164  0.07
17 C 0.924 4.054 -3.737  -0.24
18 C 0.821 4.253 -0.744  -0.24
19 C 2.860 2.469 -2.022  -0.25
20 H -3.735 3.986 -1.924  0.03
21 H -2.045 4.496 -1.991  0.01
22 H -2.617 3.545 -0.618  0.03
23 H -4.609 1.227 -2.636  0.03
24 H -3.778 0.750 -1.152  0.01
25 H -3.447 -0.107 -2.669  0.02
26 H -3.369 2.910 -4.708  0.03
27 H -2.273 1.552 -5.033  0.02
28 H -1.615 3.159 -4.761  0.00
29 H -0.031 4.584 -3.776  0.01
30 H 0.991 3.426 -4.627  0.03
31 H 1.723 4.801 -3.775  0.03
32 H -0.199 4.636 -0.703  0.01
33 H 1.501 5.102 -0.870  0.03
34 H 1.040 3.800 0.227  -0.01
35 H 3.125 1.784 -2.831  0.02
36 H 3.034 1.948 -1.076  0.01
37 H 3.540 3.325 -2.057  0.03
38 C 2.949 -3.816 -2.043  -0.06
39 N 2.591 -2.605 -1.325  -0.14
40 C 2.739 -1.366 -2.074  -0.06
41 C 1.721 -2.593 -0.273  -0.50
42 O 0.971 -1.632 -0.080  -0.18
43 N 1.693 -3.692 0.554  -0.15
44 C 2.917 -4.370 0.955  -0.06
45 C 0.631 -3.737 1.542  -0.05
46 H 2.622 -3.725 -3.082  0.09
47 H 2.451 -4.678 -1.610  0.08
48 H 4.028 -3.989 -2.040  0.09
49 H 3.682 -1.405 -2.619  0.09
50 H 2.759 -0.518 -1.396  0.06
51 H 1.915 -1.208 -2.775  0.07
52 H 3.768 -3.984 0.404  0.08
53 H 2.853 -5.448 0.795  0.09
54 H 3.101 -4.193 2.019  0.09
55 H -0.269 -3.281 1.140  0.08
56 H 0.906 -3.203 2.457  0.10
57 H 0.426 -4.778 1.793  0.09

=====

Record 3
The following is a DFT calculation (ωB97M-V with the def2-TZVPD basis set) of a 2-piece molecular cluster, C5H13N2O overall.

As for the total energy: -10415.21841 eV. Its lowest unoccupied orbital energy is -5.05 eV. As for the charge: +1. Its spin multiplicity is 1. The relative energy (zero: lowest compared OMol25 entry of this formula, charge and spin) is 2.977 eV.

Last column: Löwdin charge in e.
Cartesian coordinates (Å):
1 C 1.266 -0.999 -1.328  -0.15
2 C 0.882 -1.770 -2.320  0.11
3 C 2.091 -0.874 0.913  0.17
4 N 1.648 -1.548 -0.073  0.03
5 H 1.322 0.076 -1.382  0.12
6 H 0.824 -2.846 -2.224  0.09
7 H 0.602 -1.316 -3.255  0.09
8 H 2.373 -1.394 1.813  0.12
9 H 2.203 0.198 0.808  0.12
10 H 1.455 -2.540 0.068  0.18
11 C -0.946 1.845 0.433  -0.29
12 O -1.828 2.761 -0.162  -0.04
13 C -1.724 0.571 0.701  -0.25
14 N -0.843 -0.424 1.362  -0.01
15 H -0.105 1.599 -0.231  0.09
16 H -0.534 2.237 1.370  0.12
17 H -1.369 3.583 -0.358  0.10
18 H -2.611 0.786 1.296  0.12
19 H -2.048 0.149 -0.248  0.12
20 H -1.431 -1.250 1.506  0.08
21 H -0.696 -0.090 2.314  0.08

=====

Record 4
The following is a DFT calculation (ωB97M-V with the def2-TZVPD basis set) of a 2-piece molecular cluster, C4H5NO overall in a non-equilibrium geometry.

As for the total energy: -7764.50576 eV. Its lowest unoccupied orbital energy is 1.03 eV. Its spin multiplicity is 1. The relative energy (zero: lowest compared OMol25 entry of this formula, charge and spin) is 2.021 eV.

Last column: Löwdin charge in e.
Cartesian coordinates (Å):
1 C 0.143 0.431 -1.661  -0.13
2 C 0.455 1.494 1.171  0.01
3 O 1.477 1.349 1.644  0.05
4 C -0.641 -1.223 1.412  -0.04
5 C -0.557 -0.964 0.126  -0.25
6 N -0.524 -0.731 -1.071  0.04
7 H 1.042 0.768 -1.131  0.05
8 H -0.565 1.267 -1.681  0.08
9 H 0.421 0.179 -2.684  0.07
10 H -1.426 -0.755 1.997  0.06
11 H 0.111 -1.817 1.916  0.06

=====

Record 5
The following is a DFT calculation (ωB97M-V with the def2-TZVPD basis set) of an isolated ion of composition C3H5N2S and charge +1 in a non-equilibrium geometry.

As for the total energy: -16999.87710 eV. Its SMILES is S=C1CNC=[NH+]1. Its lowest unoccupied orbital energy is -5.32 eV. As for the charge: +1. Its spin multiplicity is 1. The relative energy (zero: lowest compared OMol25 entry of this formula, charge and spin) is 0.387 eV.

Last column: Löwdin charge in e.
Cartesian coordinates (Å):
1 C -0.199 1.239 -0.492  0.00
2 C 0.755 -0.472 0.741  -0.73
3 C -0.396 -1.062 -0.041  -0.11
4 N -0.766 0.089 -0.911  0.09
5 N 0.677 0.989 0.505  0.09
6 S 1.961 -1.151 1.580  0.85
7 H -0.312 2.254 -0.983  0.19
8 H -0.185 -2.003 -0.649  0.17
9 H -1.140 -1.447 0.561  0.11
10 H -1.671 -0.066 -1.358  0.18
11 H 1.274 1.630 1.047  0.18

=====

Record 6
The following is a DFT calculation (ωB97M-V with the def2-TZVPD basis set) of CH2O2S in the gas phase in a non-equilibrium geometry.

As for the total energy: -15997.46501 eV. Its SMILES is O=CSO. Its lowest unoccupied orbital energy is 0.11 eV. Its spin multiplicity is 1. The relative energy (zero: lowest compared OMol25 entry of this formula, charge and spin) is 2.470 eV.

Last column: Löwdin charge in e.
Cartesian coordinates (Å):
1 C 1.789 0.160 -0.201  -0.30
2 O 2.959 0.166 0.039  0.03
3 O -0.868 -0.903 -0.247  -0.58
4 S 0.577 -1.640 0.027  0.74
5 H 1.021 0.828 -0.559  0.06
6 H -1.048 -0.090 0.250  0.04